The following is a quantum chemistry calculation of 2 unconnected molecules or ions with the total composition C5H11NO2 in a non-equilibrium geometry, from the OMol25 dataset.

Computed properties:
- Kohn-Sham gap (Eh) = 0.3396
- HOMO energy (eV) = -8.5
- SMILES = C=C(C)O.CC(N)=O
- charge = 0

Each line ends with the Löwdin charge.
CARTESIAN COORDINATES (ANGSTROEM)
C 0.827 -0.078 2.326  0.032
C 0.336 0.883 1.498  -0.458
C 1.078 1.906 0.658  -0.048
O -1.063 0.990 1.407  -0.048
H 1.916 -0.296 2.315  0.073
H 0.201 -0.610 3.031  0.057
H 2.052 1.493 0.371  0.085
H 0.478 2.039 -0.263  0.079
H 1.118 2.878 1.189  0.093
H -1.208 1.845 0.872  0.130
C -1.155 -1.387 -0.399  -0.021
C -0.127 -0.903 -1.379  -0.525
N -0.627 -0.880 -2.716  0.123
O 1.057 -0.652 -1.129  0.024
H -1.678 -2.249 -0.809  0.083
H -1.900 -0.576 -0.371  0.087
H -0.680 -1.492 0.575  0.071
H -0.039 -0.954 -3.535  0.097
H -1.577 -1.142 -2.827  0.065

***

The following is a quantum chemistry calculation of C5H11NO2 in the gas phase in a non-equilibrium geometry, from the OMol25 dataset.

Computed properties:
- Kohn-Sham gap (Eh) = 0.3863
- HOMO energy (eV) = -9.8
- SMILES = C[C@@H](O)[C@@H](C)NC=O
- charge = 0

Each line ends with the Löwdin charge.
CARTESIAN COORDINATES (ANGSTROEM)
C -1.729 -0.530 1.475  -0.038
C -1.572 0.144 0.137  -0.410
O -1.661 1.555 0.420  -0.042
C -0.297 -0.227 -0.587  -0.355
C -0.120 0.518 -1.922  -0.027
N 0.856 -0.080 0.294  0.066
C 1.969 -0.830 0.094  -0.368
O 3.037 -0.653 0.630  0.026
H -0.949 -0.158 2.138  0.082
H -1.489 -1.592 1.395  0.090
H -2.721 -0.342 1.849  0.082
H -2.417 -0.103 -0.520  0.146
H -1.357 2.102 -0.319  0.074
H -0.418 -1.286 -0.837  0.143
H -0.793 0.110 -2.671  0.085
H -0.257 1.586 -1.773  0.068
H 0.903 0.407 -2.299  0.085
H 0.903 0.763 0.848  0.153
H 1.754 -1.653 -0.618  0.139

***

The following is a quantum chemistry calculation of C5H11NO2 in the gas phase in a non-equilibrium geometry, from the OMol25 dataset.

Computed properties:
- Kohn-Sham gap (Eh) = 0.3645
- HOMO energy (eV) = -9.0
- SMILES = N[C@H](C=O)CCCO
- charge = 0

Each line ends with the Löwdin charge.
CARTESIAN COORDINATES (ANGSTROEM)
N 0.337 1.355 1.731  0.053
C -0.514 1.276 0.578  -0.404
C -2.002 1.203 1.053  -0.266
O -2.259 0.792 2.130  0.076
C -0.419 -0.045 -0.215  -0.176
C 0.675 -0.193 -1.260  -0.192
C 1.383 -1.497 -1.027  -0.294
O 0.427 -2.544 -1.006  -0.075
H 0.158 2.199 2.225  0.072
H 0.136 0.475 2.179  0.069
H -0.287 2.134 -0.084  0.144
H -2.731 1.653 0.322  0.130
H -0.172 -0.800 0.646  0.149
H -1.491 -0.230 -0.699  0.155
H 0.515 0.085 -2.303  0.118
H 1.362 0.580 -0.847  0.117
H 1.964 -1.541 -0.065  0.135
H 2.099 -1.674 -1.799  0.103
H 0.819 -3.230 -1.560  0.087

***

The following is a quantum chemistry calculation of C5H11NO2 in the gas phase in a non-equilibrium geometry, from the OMol25 dataset.

Computed properties:
- Kohn-Sham gap (Eh) = 0.3688
- HOMO energy (eV) = -9.3
- SMILES = CN(C)C(=O)CCO
- charge = 0

Each line ends with the Löwdin charge.
CARTESIAN COORDINATES (ANGSTROEM)
C -0.804 -0.944 1.971  -0.006
N -0.301 0.241 1.080  -0.111
C 1.083 0.673 1.378  -0.071
C -0.843 0.404 -0.146  -0.517
O -2.072 0.325 -0.265  0.044
C 0.025 0.949 -1.232  -0.057
C 1.231 -0.045 -1.645  -0.278
O 1.173 -1.365 -1.251  -0.072
H -1.486 -0.532 2.751  0.082
H -1.518 -1.575 1.482  0.059
H 0.055 -1.519 2.476  0.107
H 1.345 1.703 1.137  0.084
H 1.812 -0.076 0.992  0.096
H 1.176 0.860 2.462  0.090
H -0.404 1.104 -2.229  0.116
H 0.429 1.927 -1.036  0.106
H 1.295 -0.056 -2.724  0.100
H 2.225 0.263 -1.394  0.100
H 0.225 -1.682 -1.302  0.129